The following is a quantum chemistry calculation of a cluster of 2 separate species, C3H10N2O2 in total at a distorted geometry, from the Open Molecules 2025 dataset.

Computed properties:
Energy above the lowest of the compared OMol25 structures with the same formula, charge and spin in eV: 8.139
Total charge: 0
HOMO in eV: -7.6
F_max in Eh/bohr: 0.033
Multiplicity: 1
Molecular weight in g mol⁻¹: 106.1

Atoms and positions in Å:
1 O 2.0549 0.6470 -1.3468
2 C 1.8315 0.4000 -0.0020
3 N 0.5476 1.0886 0.4388
4 C -0.6060 0.2818 -0.0445
5 N -1.7571 0.8888 0.4665
6 C 1.8007 -0.9381 0.4360
7 H 0.4889 1.0917 1.4579
8 H -0.5771 0.2006 -1.1401
9 H -0.5694 -0.7498 0.3362
10 H -2.0306 1.6909 -0.1067
11 H 1.7615 -0.1106 -1.8771
12 H 1.6651 -1.1045 1.5046
13 H 2.5414 1.0508 0.5332
14 H 1.9076 -1.7846 -0.2247
15 H -2.5090 0.1238 0.4276
16 H -3.6787 -1.6225 -0.5485
17 O -2.8711 -1.1538 -0.3105



The following is a quantum chemistry calculation of a cluster of 6 separate species, H12O6 in total at a distorted geometry, from the Open Molecules 2025 dataset.

Computed properties:
Energy above the lowest of the compared OMol25 structures with the same formula, charge and spin in eV: 0.632
Total charge: 0
HOMO in eV: -11.5
F_max in Eh/bohr: 0.088
SMILES string: O.O.O.O.O.O
Multiplicity: 1
Molecular weight in g mol⁻¹: 108.1

Atoms and positions in Å:
1 H 1.6324 1.2357 -0.4426
2 H 0.8813 1.6451 0.8349
3 H 1.2456 -0.3826 1.4573
4 H -0.2284 -0.1295 1.4407
5 H 2.5998 -0.7697 -1.2567
6 H 1.3976 -1.3377 -0.5806
7 H -0.6655 -1.7207 0.0551
8 H -0.6903 -1.1451 -1.3686
9 H -0.5040 1.3452 -0.7540
10 H -1.9201 1.6367 -1.4525
11 H -2.0686 -0.0937 1.6563
12 H -1.9559 0.0625 0.1279
13 O 0.9775 1.8785 -0.1677
14 O 0.6213 0.0434 1.9522
15 O 2.2111 -0.8426 -0.3849
16 O -0.2713 -1.7967 -0.8498
17 O -1.3430 0.9519 -1.1458
18 O -1.9195 -0.5805 0.8789



The following is a quantum chemistry calculation of the ion C3H8N5 with charge +1 at a distorted geometry, from the Open Molecules 2025 dataset.

Computed properties:
Energy above the lowest of the compared OMol25 structures with the same formula, charge and spin in eV: 5.495
Total charge: +1
HOMO in eV: -12.0
F_max in Eh/bohr: 0.108
SMILES string: C#[N+]CCN/N=N\N
Multiplicity: 1
Molecular weight in g mol⁻¹: 114.1

Atoms and positions in Å:
1 C -2.3999 1.0705 0.5623
2 C -1.5729 -1.2004 0.1892
3 C -0.3410 -0.8523 -0.7869
4 N -2.1157 -0.0428 0.5605
5 N 2.4358 1.9166 0.6757
6 N 1.1796 1.9353 0.3517
7 N 0.3881 1.0589 0.0113
8 N 0.7813 -0.2059 -0.1675
9 H -2.5718 2.1291 0.7997
10 H -2.1397 -2.0546 -0.1390
11 H -1.0222 -1.4653 1.1290
12 H -0.1368 -1.8981 -1.1703
13 H -0.7471 -0.0517 -1.4496
14 H 2.9343 2.7867 0.6412
15 H 2.7331 1.0698 1.1036
16 H 1.6489 -0.3885 -0.5811



The following is a quantum chemistry calculation of a cluster of 5 separate species, C30H54BrCl8FI2N3O3 in total at a distorted geometry, from the Open Molecules 2025 dataset.

Computed properties:
Total charge: +1
HOMO in eV: -11.2
F_max in Eh/bohr: 0.160
Multiplicity: 1
Molecular weight in g mol⁻¹: 1141.1

Atoms and positions in Å:
1 C 5.7158 1.7770 2.6704
2 C 5.9311 1.1031 1.1744
3 C 4.7609 1.6303 0.1498
4 C 3.2110 1.3349 0.7195
5 O 2.3381 1.5137 -0.4052
6 N 1.1148 1.0173 -0.3414
7 C 1.1236 -0.3851 -0.3322
8 C -0.3798 -1.1596 -0.3793
9 C 0.0478 -2.3726 -1.3769
10 C -1.2110 -3.6329 -1.4189
11 C -0.7422 -5.1200 -0.6699
12 O -0.8846 -4.8747 -2.2968
13 C -0.6455 -1.6920 1.1415
14 I 1.1611 -1.5256 2.4672
15 C -2.0239 -1.2764 1.8933
16 C -1.8535 -1.6912 3.5072
17 I -3.8367 -2.3295 1.2368
18 C -1.0991 0.2269 -0.9812
19 F -2.4831 0.5674 -0.5395
20 C -1.3719 0.2935 -2.6324
21 Br -2.7177 -1.1152 -3.2520
22 C -0.0284 0.3627 -3.5509
23 C 0.4130 1.8412 -4.0848
24 C -0.2881 1.5769 -0.3777
25 C -0.6314 3.0433 -0.9947
26 C 0.6215 3.9974 -1.4310
27 C 0.0080 5.1659 -2.4609
28 N -1.0112 6.0678 -1.7987
29 C -0.5447 1.9125 1.2442
30 C 0.4802 3.0290 1.8665
31 C -0.4124 4.3112 2.4481
32 C -0.5019 4.3142 4.0840
33 N -1.9074 4.2569 4.6445
34 C -2.7428 5.4590 4.2666
35 C -4.0672 5.1903 3.2911
36 O -2.5431 6.7162 4.6746
37 H 5.0436 2.7247 2.5322
38 H 6.7777 2.1079 3.0419
39 H 5.1988 0.9746 3.3599
40 H 6.9662 1.5340 0.7773
41 H 5.9653 -0.0777 1.2812
42 H 4.9043 2.7423 -0.1904
43 H 4.8676 0.9697 -0.8391
44 H 3.2867 0.2875 1.2215
45 H 3.0939 2.1183 1.6126
46 H 2.1487 -0.9968 -0.3619
47 H 0.9300 -2.9771 -0.9012
48 H 0.1294 -2.1527 -2.5061
49 H -2.4042 -3.2611 -1.2831
50 H -1.7696 -5.0248 -0.0649
51 H -1.0042 -6.1949 -0.9970
52 H -0.7062 -2.8886 1.1287
53 H -2.2957 -0.1406 1.9072
54 H -1.3933 -2.7651 3.6186
55 H -2.9602 -1.7761 3.9487
56 H -1.3252 -0.8602 4.1380
57 H -1.9953 1.2723 -2.9229
58 H -0.2656 -0.2810 -4.5299
59 H 0.9317 -0.1420 -3.0909
60 H 0.5664 1.7844 -5.2654
61 H 1.4575 2.1172 -3.6394
62 H -0.4484 2.5932 -3.8569
63 H -1.3556 3.0501 -1.9346
64 H -1.2472 3.6856 -0.1944
65 H 1.0769 4.6480 -0.5391
66 H 1.5273 3.4576 -1.9292
67 H -0.4720 4.7237 -3.4280
68 H 0.9213 5.8414 -2.7616
69 H -1.1176 6.9232 -2.4231
70 H -1.9559 5.5881 -1.9046
71 H -1.6946 2.2223 1.3415
72 H -0.4297 0.9731 1.9280
73 H 1.0025 2.5687 2.8372
74 H 1.3589 3.3551 1.1726
75 H 0.0732 5.3072 2.0577
76 H -1.5163 4.2805 2.0301
77 H 0.1011 3.4466 4.6131
78 H -0.0035 5.3368 4.4451
79 H -2.3877 3.3516 4.4491
80 H -4.4788 4.1255 3.5993
81 H -4.9240 5.9886 3.4751
82 H -3.6986 5.1813 2.1663
83 C -0.6338 -5.8121 4.2021
84 Cl 0.5315 -7.1165 4.4579
85 Cl -1.6663 -6.1462 2.8066
86 H -1.2597 -5.7144 5.0924
87 H -0.0915 -4.8796 4.0281
88 C -3.5696 -4.3939 -4.2539
89 Cl -3.4384 -4.6782 -5.9938
90 Cl -4.4327 -5.7148 -3.4569
91 H -2.5658 -4.3174 -3.8292
92 H -4.1134 -3.4611 -4.0859
93 C -1.2691 -7.7919 -4.1657
94 Cl -1.8978 -8.2591 -2.5809
95 Cl -0.0329 -8.9276 -4.7196
96 H -2.0910 -7.7817 -4.8857
97 H -0.8291 -6.7943 -4.0939
98 C 3.4617 -4.7597 -1.6307
99 Cl 3.8440 -3.0342 -1.6671
100 Cl 4.6194 -5.6468 -0.6318
101 H 2.4592 -4.8934 -1.2171
102 H 3.4961 -5.1533 -2.6495